23
Properties=species:S:1:pos:R:3:forces:R:3:mulliken_charge:R:1 method="wB97M-V/def2-TZVPD" charge=0 smiles=Cc1ccccc1.CC homo_lumo_gap_ha=0.3711 de_lowest_kcal_mol=12.71 energy_ha=-351.30994 multiplicity=1
C 0.142 -1.906 -1.002 1.98 0.54 -0.51 -0.40
C 1.544 -2.416 -0.599 -0.21 -0.83 -0.31 -0.93
H -0.414 -2.670 -1.528 -0.63 -0.14 0.57 0.40
H -0.242 -1.408 -0.130 -1.04 -0.31 -0.04 -0.16
H 0.305 -1.106 -1.733 -0.19 -0.05 -0.01 0.19
H 2.289 -1.633 -0.674 0.13 0.14 0.21 0.26
H 1.569 -2.870 0.395 -0.09 0.32 0.13 0.26
H 1.875 -3.238 -1.241 0.02 0.19 -0.23 0.35
C -0.523 -0.176 2.217 0.47 -0.13 -0.41 -1.29
C -1.660 1.974 -0.702 -0.51 0.25 0.55 -0.44
C -0.473 2.355 -1.279 1.34 -0.95 -0.46 -0.55
C -1.654 1.252 0.492 0.06 0.21 -0.31 -0.39
C -0.477 0.759 1.030 -0.24 0.03 0.42 0.51
C 0.728 1.967 -0.665 -0.25 0.40 0.13 -0.49
C 0.730 1.134 0.436 -0.26 0.25 0.15 -0.16
H -2.624 2.299 -1.071 0.09 -0.06 -0.33 0.37
H -0.330 2.712 -2.295 -0.66 0.72 0.24 0.35
H -2.597 1.089 0.993 -0.08 -0.26 0.05 0.36
H 1.657 2.419 -0.995 0.04 -0.43 -0.32 0.36
H -1.340 -0.009 2.915 -0.06 0.20 -0.13 0.40
H 0.420 -0.139 2.748 0.14 0.08 0.29 0.33
H 1.676 0.809 0.841 0.09 -0.07 0.22 0.38
H -0.601 -1.199 1.846 -0.17 -0.11 0.10 0.30

***

23
Properties=species:S:1:pos:R:3:forces:R:3:mulliken_charge:R:1 method="wB97M-V/def2-TZVPD" charge=0 smiles=Cc1ccccc1.CC homo_lumo_gap_ha=0.3680 de_lowest_kcal_mol=8.96 energy_ha=-351.31591 multiplicity=1
C 0.513 -1.834 1.217 -0.14 -0.18 0.45 -1.48
C -0.600 -0.573 -2.756 1.34 -0.27 0.98 -0.69
C -1.253 -0.091 -1.643 -1.30 0.57 -0.37 -0.31
C 0.338 -1.601 -2.531 -0.35 0.95 -1.24 -0.28
C -1.000 -0.540 -0.366 0.51 -0.82 0.30 -0.45
C 0.639 -2.022 -1.269 -0.81 -0.72 1.09 -0.57
C -0.024 -1.493 -0.137 0.96 0.01 -0.86 0.94
H -0.608 -0.045 -3.694 -0.55 -0.27 -0.36 0.37
H -2.075 0.615 -1.738 0.29 0.20 -0.21 0.34
H 0.844 -1.992 -3.404 0.16 -0.23 0.11 0.35
H -1.561 -0.170 0.463 -0.30 0.38 0.41 0.43
H 1.259 -2.896 -1.107 0.41 0.24 -0.11 0.30
H -0.225 -1.695 2.010 0.02 0.06 -0.05 0.37
H 1.375 -1.199 1.441 -0.12 0.07 0.01 0.23
H 0.883 -2.860 1.289 -0.14 0.00 -0.16 0.42
C -0.485 2.546 1.778 0.41 -0.29 0.78 -0.91
C 0.860 2.046 1.239 -0.34 0.73 0.07 -0.59
H -1.104 1.703 2.078 -0.34 -0.09 -0.50 0.23
H -0.364 3.064 2.734 0.13 0.33 -0.22 0.36
H -0.992 3.196 1.067 -0.14 -0.05 0.09 0.26
H 1.615 2.830 1.309 0.00 0.05 -0.10 0.36
H 0.738 1.796 0.186 0.26 -0.39 0.07 0.21
H 1.225 1.216 1.835 0.02 -0.28 -0.18 0.11

***

23
Properties=species:S:1:pos:R:3:forces:R:3:mulliken_charge:R:1 method="wB97M-V/def2-TZVPD" charge=0 smiles=Cc1ccccc1.CC homo_lumo_gap_ha=0.3710 de_lowest_kcal_mol=8.80 energy_ha=-351.31617 multiplicity=1
C -0.048 -0.892 -2.458 -0.23 0.17 -0.16 -0.69
C -1.434 -0.293 -2.268 -0.90 0.13 0.83 -0.77
H 0.290 -1.408 -1.559 -0.12 -0.06 0.01 0.16
H -0.106 -1.611 -3.282 0.38 0.06 0.11 0.32
H 0.708 -0.130 -2.658 -0.08 -0.07 -0.28 0.23
H -1.482 0.612 -1.652 0.45 -0.01 -0.24 0.16
H -2.077 -0.972 -1.705 0.07 -0.31 0.00 0.25
H -2.016 -0.093 -3.168 0.45 0.07 -0.33 0.37
C 2.357 -0.670 1.496 0.92 0.07 0.77 -1.43
C 0.948 1.283 0.842 0.20 -0.23 0.94 -0.47
C 1.020 -0.069 1.190 0.05 0.06 -0.46 0.87
C -0.261 1.953 0.738 0.33 -0.10 -0.01 -0.52
C -0.168 -0.758 1.383 -0.33 -0.16 0.23 -0.32
C -1.430 1.263 1.005 -0.30 0.35 -0.05 -0.54
C -1.372 -0.071 1.359 -0.08 -0.09 0.23 -0.38
H 1.873 1.837 0.924 0.09 0.18 -0.59 0.30
H -0.234 3.017 0.536 -0.25 -0.02 -0.08 0.38
H 2.690 -1.586 1.004 -0.59 -0.02 -0.25 0.31
H 2.435 -0.865 2.575 -0.20 -0.15 -0.14 0.31
H -0.197 -1.815 1.642 0.27 0.18 0.06 0.35
H -2.395 1.760 0.973 0.12 0.05 0.06 0.38
H -2.261 -0.542 1.754 -0.16 -0.24 -0.41 0.38
H 3.160 0.049 1.330 -0.08 0.15 -0.25 0.36

***

23
Properties=species:S:1:pos:R:3:forces:R:3:mulliken_charge:R:1 method="wB97M-V/def2-TZVPD" charge=0 smiles=Cc1ccccc1.CC homo_lumo_gap_ha=0.3679 de_lowest_kcal_mol=13.67 energy_ha=-351.30841 multiplicity=1
C 1.583 0.669 1.538 -0.24 0.64 -0.21 -1.45
C 1.469 -1.636 -1.468 0.35 0.01 0.43 -0.42
C 1.899 -0.692 -0.554 -0.66 0.72 0.55 -0.41
C 0.242 -2.273 -1.278 -0.83 0.32 -0.21 -0.52
C 1.050 -0.216 0.460 0.26 -0.66 -0.06 0.62
C -0.669 -1.720 -0.382 1.20 0.65 1.17 -0.44
C -0.235 -0.719 0.508 -0.73 -0.38 -0.95 -0.22
H 2.140 -1.819 -2.296 -0.09 -0.67 -0.01 0.37
H 2.892 -0.260 -0.574 0.07 -0.09 -0.38 0.34
H -0.047 -3.167 -1.811 0.06 0.13 -0.51 0.37
H -1.687 -2.002 -0.175 -0.13 -0.77 -0.60 0.37
H 2.029 0.042 2.310 0.16 0.25 0.13 0.33
H 0.798 1.289 1.974 -0.11 -0.24 0.16 0.31
H -1.015 -0.369 1.172 0.38 0.32 0.38 0.36
H 2.298 1.391 1.138 0.29 -0.26 0.11 0.38
C -2.834 2.321 0.720 -0.86 0.42 -0.25 -0.96
C -1.567 2.599 -0.081 0.50 0.06 -0.43 -0.63
H -3.710 2.852 0.330 0.26 0.25 -0.07 0.33
H -3.203 1.294 0.715 0.55 -0.20 0.14 0.30
H -2.724 2.679 1.743 -0.01 -0.30 0.11 0.26
H -0.866 3.192 0.502 0.15 -0.15 0.16 0.26
H -1.687 3.183 -0.991 -0.57 0.11 -0.04 0.37
H -1.049 1.709 -0.440 -0.02 -0.15 0.36 0.08